No. 1
Entry from the Open Molecules 2025 dataset: an isolated ion of composition C8H12ClN2 and charge +1 (ωB97M-V/def2-TZVPD).

As for the energy above the lowest of the compared OMol25 structures with the same formula, charge and spin: 28.87 kcal/mol. Its SMILES is C/[NH+]=C(/C)[C@H]1C=C(N)C=C1Cl. Its spin multiplicity is 1. For the HOMO energy, the calculation gives -11.428 eV. The net charge is +1.

Structure (XYZ):
```
23
Properties=species:S:1:pos:R:3:forces:R:3
C -1.681 -1.722 1.977 -3.378 2.043 -0.212
N -1.084 -1.945 0.692 1.332 -0.310 -1.139
C -0.221 -1.233 -0.008 -0.898 -1.821 0.228
C 0.199 -1.763 -1.333 1.751 -1.350 1.419
C 0.250 0.114 0.387 -0.312 0.494 -1.894
C 1.525 0.709 -0.162 -0.662 0.067 -0.619
C 1.308 1.989 -0.631 -1.877 -3.341 1.978
N 2.161 2.830 -1.147 0.140 2.652 -1.152
C -0.177 2.278 -0.456 1.852 -2.068 -0.547
C -0.782 1.140 -0.126 1.231 0.202 1.746
Cl -2.373 0.989 0.371 -1.532 0.318 -0.209
H -0.986 -1.608 2.739 1.481 -0.049 1.402
H -2.307 -0.746 1.956 1.163 -1.770 0.070
H -2.414 -2.514 2.213 0.691 0.189 -0.232
H -1.299 -2.881 0.334 0.205 0.618 -0.269
H -0.480 -1.291 -1.982 -0.894 0.155 -1.529
H 0.378 -2.886 -1.447 -0.976 1.526 0.220
H 1.167 -1.309 -1.468 0.288 0.088 -0.643
H 0.320 0.127 1.435 -0.447 0.373 1.777
H 2.333 0.036 -0.366 0.718 0.356 0.164
H 1.722 3.716 -1.354 0.765 0.127 -0.203
H 3.163 2.813 -1.081 -0.072 -0.332 0.121
H -0.720 3.155 -0.545 -0.568 1.833 -0.478
```
Forces are in eV/Å.

=====

No. 2
Entry from the Open Molecules 2025 dataset: an isolated ion of composition C8H12ClN4O4 and charge +1 (ωB97M-V/def2-TZVPD).

Its SMILES is O=C(O)Cc1nnn(CCCO)[n+]1CC(=O)Cl. Its spin multiplicity is 1. For the HOMO energy, the calculation gives -13.840 eV. The net charge is +1.

Structure (XYZ):
```
29
Properties=species:S:1:pos:R:3:forces:R:3
O -0.908 -2.831 -4.365 0.343 1.754 4.637
C -0.710 -2.429 -3.184 0.491 -2.373 -4.502
O 0.361 -3.015 -2.471 -2.565 1.386 -0.340
C -1.729 -1.339 -2.612 0.318 -0.010 1.026
C -1.050 -0.059 -1.950 0.725 2.146 0.205
N -0.801 1.160 -2.722 0.509 -2.925 6.459
N -0.271 1.966 -1.762 0.175 0.213 -0.105
N -0.141 1.451 -0.527 -0.932 -0.553 -4.032
C 0.401 2.272 0.599 1.288 1.214 0.358
C 1.498 1.531 1.513 -0.273 0.560 1.277
C 0.872 1.392 3.000 -0.673 -0.111 0.608
O 1.410 2.430 3.884 -0.920 -0.992 -0.414
N -0.618 0.181 -0.583 -1.065 -1.249 -2.598
C -0.698 -0.775 0.554 -0.588 -1.506 0.385
C 0.563 -1.795 0.556 4.409 0.677 -2.895
O 1.544 -1.598 -0.213 -4.835 -0.470 3.502
Cl 0.673 -3.265 1.636 -0.908 1.973 -0.989
H 0.589 -3.832 -2.973 -0.145 0.776 0.081
H -2.450 -1.904 -1.901 1.324 1.082 -0.832
H -2.390 -0.981 -3.485 1.442 -0.489 1.271
H -0.490 2.707 1.164 1.240 -0.850 -0.592
H 0.938 3.173 0.109 -1.226 -1.663 0.324
H 2.428 2.213 1.613 -1.651 -1.060 -0.228
H 1.881 0.539 1.098 -0.781 1.378 0.443
H 1.013 0.345 3.458 0.140 1.485 -0.741
H -0.270 1.574 2.984 1.556 -0.470 -0.325
H 0.814 2.517 4.673 0.812 -0.233 -1.080
H -0.821 -0.205 1.535 0.302 -0.865 -1.339
H -1.639 -1.425 0.372 1.488 1.175 0.438
```
Forces are in eV/Å.

=====

No. 3
Entry from the Open Molecules 2025 dataset: C8H12F2KNO10S2 as an isolated structure (ωB97M-V/def2-TZVPD).

As for the energy above the lowest of the compared OMol25 structures with the same formula, charge and spin: 0.00 kcal/mol. Its spin multiplicity is 1. For the HOMO energy, the calculation gives -9.316 eV. The net charge is 0.

Structure (XYZ):
```
36
Properties=species:S:1:pos:R:3:forces:R:3
K 0.106 -2.401 1.200 0.125 0.392 -0.293
N -1.348 -3.322 3.073 -2.434 0.780 0.485
S -1.479 -4.720 3.775 2.903 -3.357 0.738
O -2.266 -5.691 3.090 -0.362 0.400 -0.036
O -1.444 -4.771 5.197 -0.236 0.667 -0.125
F 0.050 -5.175 3.377 -0.429 0.333 0.080
S -2.928 -2.883 2.929 -0.037 1.123 -1.180
O -3.643 -2.744 4.143 0.152 -0.008 0.430
O -3.558 -3.494 1.815 -0.114 -0.147 -0.335
F -2.653 -1.409 2.411 0.361 0.107 0.209
C -3.094 0.406 -4.038 -0.164 0.128 -0.479
C -1.813 -0.030 -3.384 0.227 0.990 0.389
C -0.792 1.110 -3.185 0.041 0.529 -1.207
O -0.480 1.114 -1.804 0.045 -0.054 0.139
C -1.248 0.211 -1.165 -0.298 -0.005 -0.371
O -1.199 -0.033 -0.001 0.269 -0.076 0.220
O -2.108 -0.376 -2.018 0.290 -0.538 -0.076
H -3.777 -0.437 -4.120 -0.084 0.069 -0.009
H -2.912 0.811 -5.037 0.126 -0.240 -0.049
H -3.573 1.218 -3.490 0.046 -0.143 0.261
H -1.344 -0.859 -3.913 -0.163 -0.274 0.256
H -1.186 2.073 -3.529 -0.344 0.020 0.615
H 0.114 1.027 -3.789 0.132 -0.549 0.328
C 2.860 3.917 0.328 0.751 0.182 -0.012
C 3.450 2.535 0.157 -0.931 0.026 -0.218
C 4.161 1.966 1.384 0.693 0.194 -0.140
O 3.562 0.687 1.595 0.245 -0.164 -0.106
C 2.609 0.473 0.678 -0.582 0.452 0.322
O 1.984 -0.542 0.576 0.108 -0.249 0.010
O 2.377 1.573 -0.044 0.288 -0.120 -0.125
H 2.540 4.102 1.352 -0.376 -0.102 -0.079
H 2.076 4.090 -0.404 -0.162 -0.030 0.130
H 3.655 4.641 0.121 -0.064 0.022 0.018
H 4.016 2.508 -0.774 0.346 -0.112 0.216
H 4.053 2.594 2.268 -0.316 -0.124 0.053
H 5.231 1.833 1.224 -0.050 -0.120 -0.059
```
Forces are in eV/Å.

=====

No. 4
Entry from the Open Molecules 2025 dataset: a 2-piece molecular cluster, C8H12F2N3 overall (ωB97M-V/def2-TZVPD).

Its spin multiplicity is 1. For the HOMO energy, the calculation gives -13.216 eV. The net charge is +1.

Structure (XYZ):
```
25
Properties=species:S:1:pos:R:3:forces:R:3
C -0.135 -2.170 -3.355 0.138 0.068 0.234
N -0.038 -1.488 -4.498 0.028 0.273 -0.506
N 0.576 -1.794 -2.299 -0.057 0.003 -0.145
N -0.949 -3.230 -3.281 -0.162 -0.096 -0.169
C 1.486 -0.653 -2.293 0.166 0.253 -0.034
H 0.583 -0.678 -4.558 -0.565 -0.646 -0.133
H -0.584 -1.775 -5.314 0.514 0.384 0.554
H 0.478 -2.339 -1.439 0.016 0.523 -0.713
H -1.026 -3.755 -2.407 -0.224 0.228 -0.927
H -1.494 -3.515 -4.099 0.371 0.117 0.747
H 1.938 -0.575 -1.290 -0.244 -0.020 -0.572
H 0.952 0.287 -2.511 0.145 -0.308 0.168
H 2.293 -0.779 -3.034 -0.210 -0.026 0.316
F -1.111 -4.936 -0.995 -0.132 -0.073 -0.043
F 2.945 -1.889 0.961 -0.452 -0.284 -0.265
C -0.411 -3.082 0.284 -0.464 -0.111 0.266
C 1.205 -4.525 -0.819 0.102 -0.332 -0.123
C 0.629 -2.300 0.785 -0.017 0.265 0.310
C 2.245 -3.743 -0.317 0.269 -0.146 -0.108
C -0.103 -4.179 -0.509 0.604 -0.045 0.835
C 1.937 -2.646 0.475 0.192 0.010 0.240
H -1.461 -2.846 0.503 0.531 -0.112 -0.082
H 1.401 -5.402 -1.450 -0.082 0.433 0.343
H 0.432 -1.423 1.416 0.087 -0.467 -0.316
H 3.295 -3.979 -0.536 -0.554 0.109 0.122
```
Forces are in eV/Å.

=====

No. 5
Entry from the Open Molecules 2025 dataset: C8H12MnO8 as an isolated structure (ωB97M-V/def2-TZVPD).

As for the energy above the lowest of the compared OMol25 structures with the same formula, charge and spin: 4.61 kcal/mol. Its spin multiplicity is 6. For the HOMO energy (spin up / spin down), the calculation gives -1.658 / -2.187 eV. The net charge is -2. The expectation value of S² is 8.752.

Structure (XYZ):
```
29
Properties=species:S:1:pos:R:3:forces:R:3
Mn 0.404 0.187 0.216 -0.329 -0.517 -0.988
C -3.728 -0.720 -0.942 -0.699 -0.099 -0.905
C -2.599 0.180 -1.439 0.723 0.190 0.396
O -2.869 0.930 -2.384 -0.188 0.170 -0.152
O -1.493 0.069 -0.832 -0.096 0.015 0.096
H -3.466 -1.352 -0.101 -0.014 0.039 0.137
H -4.033 -1.319 -1.812 0.238 -0.267 0.220
H -4.625 -0.110 -0.790 0.187 0.041 0.479
C 3.378 -1.093 -2.731 0.476 -0.319 -0.029
C 1.963 -0.528 -2.598 -0.343 0.218 0.471
O 1.311 -0.349 -3.627 0.089 -0.029 -0.069
O 1.617 -0.289 -1.394 0.351 -0.051 -0.335
H 3.494 -1.626 -3.677 -0.046 0.024 -0.006
H 3.614 -1.761 -1.900 -0.091 0.019 -0.002
H 4.123 -0.293 -2.707 -0.143 0.119 0.009
C 0.824 -2.562 3.191 0.429 -0.294 0.029
C 0.986 -1.703 1.951 -0.831 0.722 -0.722
O 1.762 -0.719 1.975 0.335 -0.013 0.528
O 0.239 -1.921 0.956 -0.117 -0.405 0.451
H 0.659 -1.919 4.054 0.164 0.045 0.021
H 1.755 -3.123 3.324 -0.083 0.036 0.229
H -0.005 -3.262 3.114 -0.019 0.001 -0.212
C -0.722 3.918 1.289 0.394 0.638 -0.087
C -0.199 2.532 0.967 0.009 -0.017 0.401
O 0.690 2.401 0.090 -0.140 0.145 0.143
O -0.645 1.573 1.654 0.044 0.097 -0.106
H -0.040 4.372 2.019 -0.115 -0.168 0.102
H -1.724 3.902 1.707 -0.046 -0.118 0.007
H -0.672 4.583 0.424 -0.142 -0.220 -0.105
```
Forces are in eV/Å.

=====

No. 6
Entry from the Open Molecules 2025 dataset: a 2-piece molecular cluster, C8H12N2 overall (ωB97M-V/def2-TZVPD).

As for the energy above the lowest of the compared OMol25 structures with the same formula, charge and spin: 120.31 kcal/mol. Its spin multiplicity is 1. For the HOMO energy (spin up / spin down), the calculation gives -10.067 / -10.067 eV. The net charge is 0.

Structure (XYZ):
```
22
Properties=species:S:1:pos:R:3:forces:R:3
C 2.348 -0.438 0.749 -3.001 -0.417 -2.680
C 0.919 1.255 -0.512 0.129 1.203 -1.067
C 0.136 1.657 0.759 -1.053 1.213 -2.762
C -0.904 0.541 0.997 2.780 -1.374 0.303
C 0.602 -0.147 -0.936 1.042 -0.474 3.663
C -0.572 -0.606 -0.102 -0.010 0.453 -0.009
C -0.379 -1.944 0.576 2.577 0.641 1.047
C -1.687 -0.548 -1.188 -2.018 2.285 2.648
N 3.343 -0.362 1.300 1.752 0.115 1.157
N 1.735 2.075 -1.035 -1.062 0.425 0.961
H 0.962 1.925 1.406 -0.433 -0.528 1.071
H -0.407 2.623 0.543 0.769 -0.827 0.053
H -0.624 0.192 2.011 -0.831 -0.447 -0.546
H -1.952 0.776 0.917 -0.130 0.543 0.155
H 0.936 -0.766 -1.795 0.037 0.873 0.624
H 0.492 -1.818 1.334 -1.723 0.048 -0.835
H 0.074 -2.710 -0.034 -0.502 -0.428 -0.684
H -1.280 -2.232 1.062 -0.677 -0.573 0.360
H -1.578 -1.146 -2.037 0.011 -1.377 -1.005
H -1.664 0.499 -1.531 -0.173 -0.138 -0.270
H -2.738 -0.583 -0.654 2.002 -0.521 -1.222
H 2.236 1.756 -1.827 0.512 -0.696 -0.965
```
Forces are in eV/Å.

=====

no.,electronic energy (eV)
1,-23985.077
2,-35151.472
3,-73887.301
4,-18390.569
5,-56196.289
6,-11466.021